No. 1
76
Properties=species:S:1:pos:R:3:forces:R:3 method="wB97M-V/def2-TZVPD" max_force_ev_per_a=1.2 e_above_lowest_kj_mol=35.76 total_energy_ha=-6128.8534 charge=+1 homo_lumo_gap_ev=6.6 e_lumo_ev=-5.32
Pt 0.6260 0.5897 0.9360 0.687 -0.940 0.271
C 4.9236 -0.5227 -4.4413 -0.022 0.013 0.018
C 4.6080 0.6201 -3.4648 0.006 -0.006 -0.009
C 5.7125 1.6846 -3.5397 -0.027 -0.010 0.003
C 3.2836 1.2631 -3.8761 0.010 -0.004 -0.011
C 4.5529 0.0674 -2.0442 0.015 0.006 0.000
C 5.6804 -0.5953 -1.5173 0.013 -0.001 -0.006
C 5.7135 -1.1028 -0.2402 0.002 -0.009 0.029
C 4.5785 -0.9481 0.5512 -0.107 0.054 -0.047
S 4.3188 -1.4894 2.1831 -0.045 -0.053 0.063
C 2.7388 -0.8581 2.1557 0.182 0.033 -0.331
N 2.4356 -0.2669 1.0181 -0.591 0.349 -0.690
C 3.4533 -0.2963 0.0494 -0.051 -0.157 0.355
C 3.4327 0.2095 -1.2487 -0.042 -0.024 0.190
C 1.7160 -0.8715 3.1672 -0.139 -0.061 0.109
C 1.8596 -1.3743 4.4569 -0.098 0.052 0.002
C 0.8005 -1.2762 5.3447 -0.038 0.061 -0.098
C -0.3842 -0.6685 4.9441 0.128 -0.090 0.007
C -0.5400 -0.1756 3.6501 -0.344 0.249 -0.095
C 0.5098 -0.2835 2.7711 0.100 0.011 -0.238
H 4.8996 -0.1476 -5.4647 0.011 0.005 -0.014
H 4.1895 -1.3253 -4.3550 -0.012 -0.005 -0.013
H 5.9133 -0.9460 -4.2701 0.007 -0.011 0.018
H 5.7841 2.0696 -4.5573 0.000 0.013 -0.014
H 6.6873 1.2795 -3.2683 0.013 -0.010 -0.001
H 5.4939 2.5201 -2.8728 0.006 0.009 0.006
H 3.3672 1.6372 -4.8961 0.004 0.006 -0.008
H 3.0292 2.1110 -3.2363 -0.005 -0.001 -0.003
H 2.4613 0.5446 -3.8553 -0.008 -0.003 -0.004
H 6.5583 -0.7141 -2.1370 0.011 0.012 -0.008
H 6.5927 -1.6074 0.1351 0.012 -0.007 0.009
H 2.5546 0.7127 -1.6098 -0.169 0.085 -0.029
H 2.7970 -1.8210 4.7631 0.007 -0.011 0.011
H 0.8999 -1.6602 6.3493 -0.002 -0.007 0.021
H -1.2065 -0.5787 5.6415 -0.007 -0.003 0.013
H -1.4775 0.2947 3.3636 0.172 -0.099 0.044
F -2.7559 -2.9474 2.2909 -0.013 0.028 0.011
C -3.3778 -1.8588 2.7540 0.023 0.042 0.005
C -3.4785 -0.7336 1.9532 -0.186 0.207 -0.107
C -4.1643 0.3575 2.4663 0.139 -0.134 0.069
F -4.3127 1.4613 1.7245 -0.030 0.080 -0.025
C -4.6941 0.3603 3.7433 0.016 -0.019 -0.004
F -5.3274 1.4225 4.2176 -0.015 0.020 0.005
C -4.5513 -0.7733 4.5298 -0.022 -0.001 0.030
F -5.0418 -0.7886 5.7567 -0.002 -0.002 -0.001
C -3.8970 -1.8910 4.0352 0.049 -0.111 0.028
F -3.7684 -2.9731 4.7950 -0.005 0.056 -0.034
Ge -2.7332 -0.7632 0.1584 0.605 -0.638 0.032
S -0.5419 -1.3416 0.2511 0.433 0.128 0.392
C -2.6771 0.9870 -0.6711 -0.252 -0.061 0.027
C -1.9352 1.9425 -0.0268 -0.048 0.072 -0.405
F -1.2595 1.5334 1.1330 -0.378 0.628 0.039
C -1.7835 3.2356 -0.4636 0.235 0.122 0.256
F -1.0344 4.1103 0.1956 -0.266 0.003 -0.086
C -2.4332 3.5964 -1.6380 -0.052 -0.018 -0.061
F -2.3139 4.8260 -2.0988 -0.003 -0.046 0.021
C -3.1915 2.6618 -2.3311 0.021 0.004 -0.013
F -3.7991 3.0124 -3.4507 0.033 -0.009 0.050
C -3.3010 1.3646 -1.8442 -0.045 0.098 0.034
F -4.0354 0.4903 -2.5310 0.029 0.066 0.063
C -3.6134 -2.1429 -0.8889 -0.044 0.137 -0.048
C -4.9752 -2.3382 -0.6990 0.108 -0.014 -0.035
F -5.6348 -1.5679 0.1772 -0.041 -0.007 -0.024
C -5.6894 -3.2897 -1.4002 -0.032 0.016 0.038
F -6.9887 -3.4552 -1.1956 0.016 0.005 -0.002
C -5.0267 -4.0702 -2.3344 -0.060 -0.053 -0.028
F -5.6921 -4.9843 -3.0165 0.009 0.010 0.006
C -3.6721 -3.8914 -2.5617 0.058 -0.003 -0.008
F -3.0492 -4.6352 -3.4661 0.003 0.011 0.011
C -2.9853 -2.9304 -1.8430 -0.126 0.058 0.071
F -1.6864 -2.7653 -2.1029 0.066 -0.001 0.008
N 1.3767 2.3137 0.2243 -0.051 0.070 0.208
C 1.5838 3.4702 0.4486 -0.093 -0.181 -0.172
N 1.9118 4.6519 0.5319 0.374 0.194 0.224
C 1.2708 5.6832 1.0724 -0.166 -0.384 -0.214
N 0.7151 6.5861 1.5193 0.033 0.183 0.090


No. 2
68
Properties=species:S:1:pos:R:3:forces:R:3 method="wB97M-V/def2-TZVPD" max_force_ev_per_a=2.6 e_above_lowest_kj_mol=78.82 total_energy_ha=-4661.1126 charge=+1 homo_lumo_gap_ev="4.9 / 4.9" e_lumo_ev="-4.20 / -4.22"
Tl -0.0070 0.1596 -0.0480 1.919 0.370 -0.449
C 0.4430 6.4950 -0.8414 -0.088 0.027 -0.169
C 0.4807 6.5441 0.5507 0.095 -0.062 0.126
C 0.1558 5.4387 1.3230 0.000 -0.107 -0.026
C -0.2041 4.2722 0.6660 -0.018 0.333 -0.685
C -0.4501 2.9180 1.1290 -0.122 -0.562 -0.102
N -0.6425 2.1232 0.0243 -0.832 2.075 0.135
C -0.6669 2.8924 -1.1141 -0.303 -0.418 0.208
N -1.0981 2.4867 -2.2843 0.263 0.809 -0.148
C -1.3381 1.2341 -2.6066 0.080 -0.783 0.154
C -2.1619 0.7791 -3.7070 -0.006 -0.613 -0.140
C -2.9418 1.4420 -4.6419 0.057 0.064 -0.050
C -3.6299 0.6774 -5.5698 0.044 0.233 0.015
C -3.5675 -0.7138 -5.5585 0.071 -0.224 0.119
C -2.8181 -1.3894 -4.6103 0.055 0.003 -0.100
C -2.1055 -0.6330 -3.6954 -0.015 0.561 -0.124
C -1.2527 -1.0100 -2.5928 -0.051 0.640 0.024
N -0.9466 -2.2428 -2.2641 0.210 -0.669 -0.116
C -0.4656 -2.6230 -1.1031 -0.232 0.248 0.226
N -0.3858 -1.8491 0.0264 -0.478 -2.583 0.131
C -0.0774 -2.6290 1.1178 -0.153 0.417 -0.144
N -0.0712 -2.2266 2.3693 0.204 -0.683 0.023
C -0.2459 -0.9888 2.7855 -0.066 0.658 -0.157
N -0.2526 0.1440 2.0066 -0.377 0.031 2.296
C -0.4699 1.2558 2.7840 0.137 -0.767 -0.152
N -0.4701 2.5081 2.3762 0.110 0.871 -0.028
C -0.6395 0.8177 4.1531 0.116 -0.569 0.076
C -0.9247 1.5051 5.3227 -0.021 -0.051 0.015
C -1.0742 0.7638 6.4834 -0.017 0.271 -0.131
C -0.9232 -0.6209 6.4863 0.030 -0.204 -0.073
C -0.6154 -1.3145 5.3293 -0.010 0.015 -0.031
C -0.4849 -0.5886 4.1554 -0.065 0.578 0.121
C 0.1605 -3.9799 0.6415 -0.022 -0.330 -0.702
C 0.5461 -5.1546 1.2698 -0.044 0.099 0.077
C 0.7662 -6.2732 0.4834 0.046 0.058 0.125
C 0.5831 -6.2411 -0.8981 -0.116 0.023 -0.108
C 0.1346 -5.0966 -1.5335 -0.039 0.041 0.029
C -0.0641 -3.9664 -0.7562 0.158 -0.276 0.605
N -0.8315 0.1343 -1.9626 -0.964 0.059 -1.897
C -0.2987 4.2432 -0.7464 0.178 0.473 0.530
C 0.0268 5.3545 -1.5112 -0.079 -0.161 0.103
H 0.7486 7.3631 -1.4102 -0.047 0.020 0.013
H 0.8093 7.4519 1.0361 -0.035 0.050 0.026
H 0.2121 5.4660 2.3988 0.013 0.028 0.154
H -3.0013 2.5186 -4.6471 -0.005 0.125 -0.017
H -4.2243 1.1665 -6.3263 -0.070 0.068 -0.031
H -4.1144 -1.2745 -6.3006 -0.075 -0.040 -0.057
H -2.7739 -2.4662 -4.5835 -0.006 -0.130 -0.016
H -1.0398 2.5775 5.3174 -0.025 0.106 0.012
H -1.3234 1.2699 7.4019 -0.003 0.052 0.137
H -1.0617 -1.1648 7.4076 0.030 -0.040 0.108
H -0.4887 -2.3841 5.3309 -0.018 -0.168 0.001
H 0.6659 -5.1872 2.3401 0.097 -0.012 0.150
H 1.0934 -7.1913 0.9461 0.014 -0.085 0.065
H 0.7777 -7.1303 -1.4772 -0.008 -0.100 -0.048
H -0.0549 -5.0714 -2.5955 0.026 -0.005 -0.106
H -0.0105 5.3079 -2.5896 -0.023 0.036 -0.057
Br 2.5495 2.1302 0.8024 0.390 0.035 0.008
C 3.2379 0.5630 0.0126 -0.002 -0.110 -0.048
C 4.6059 0.3863 -0.1008 -0.092 0.037 0.017
C 5.0656 -0.7884 -0.6695 -0.337 -0.041 -0.005
C 4.1374 -1.7332 -1.0866 -0.021 0.037 0.001
C 2.7889 -1.4672 -0.9381 0.094 -0.117 -0.062
N 2.3387 -0.3291 -0.4007 0.271 0.399 0.176
H 5.2774 1.1494 0.2521 0.085 0.097 0.039
H 6.1245 -0.9643 -0.7820 0.070 -0.013 0.008
H 4.4519 -2.6657 -1.5226 0.013 -0.128 -0.071
H 2.0382 -2.1813 -1.2536 0.015 0.002 -0.004


No. 3
69
Properties=species:S:1:pos:R:3:forces:R:3 method="wB97M-V/def2-TZVPD" max_force_ev_per_a=0.7 e_above_lowest_kj_mol=0.00 s2=0.766 total_energy_ha=-2454.8311 multiplicity=2 charge=+2 homo_lumo_gap_ev="4.9 / 4.7" e_lumo_ev="-7.96 / -8.19"
W 0.9953 0.4552 -0.5820 -0.183 -0.655 0.245
C 4.3268 -4.8962 -2.7244 0.010 0.015 -0.003
C 3.2420 -5.6135 -2.2301 -0.017 -0.006 0.007
C 2.1326 -4.9680 -1.6873 0.013 -0.021 -0.006
C 2.1658 -3.5888 -1.6522 -0.002 0.033 0.005
C 1.1909 -2.6174 -1.1540 -0.077 -0.120 0.039
N 1.6670 -1.3877 -1.2963 -0.089 0.295 -0.050
C 2.9193 -1.4534 -2.0008 -0.064 -0.014 0.017
N 3.4359 -0.3748 -2.4162 0.040 -0.016 -0.032
C 2.5918 0.7061 -2.2311 -0.045 0.083 0.144
C 1.4047 0.9365 -3.0418 0.035 -0.026 -0.120
C 0.8125 0.2266 -4.1061 0.015 0.011 0.050
C -0.3704 0.7150 -4.5911 -0.034 0.033 -0.001
C -0.9889 1.8751 -4.0466 -0.013 -0.028 -0.037
C -0.4357 2.5636 -3.0040 0.040 -0.009 0.027
C 0.7889 2.0765 -2.4958 -0.025 0.056 -0.066
C 1.6421 2.5001 -1.3954 0.102 0.137 -0.063
N 1.3430 3.6008 -0.6204 0.049 0.013 -0.005
C 0.4426 3.3515 0.2332 -0.081 -0.072 0.012
N -0.0860 2.0073 0.3010 0.101 0.097 -0.119
C -1.2085 2.0289 0.9892 -0.048 0.024 0.043
N -2.0612 0.9881 1.1185 0.036 -0.014 -0.024
C -1.8398 -0.1657 0.5846 -0.064 0.049 0.046
N -0.7064 -0.6379 -0.1431 0.028 -0.168 -0.020
C -0.8608 -2.0252 -0.2613 -0.083 0.119 0.046
N -0.0142 -2.9290 -0.6682 0.093 -0.021 -0.057
C -2.1785 -2.4074 0.2348 0.028 -0.031 -0.011
C -2.7975 -3.6418 0.2765 -0.018 0.002 0.008
C -4.0679 -3.6847 0.8441 0.008 -0.009 -0.004
C -4.6735 -2.5380 1.3578 -0.003 0.008 0.000
C -4.0326 -1.3026 1.3269 -0.012 -0.021 0.006
C -2.7785 -1.2687 0.7485 0.007 0.011 0.005
C -1.4329 3.3551 1.5522 0.018 -0.053 -0.025
C -2.4352 3.8332 2.3753 -0.024 0.049 0.010
C -2.3582 5.1709 2.7508 -0.016 -0.025 0.008
C -1.3235 5.9890 2.3038 0.020 -0.001 -0.017
C -0.3204 5.5076 1.4624 -0.014 0.015 0.017
C -0.3919 4.1801 1.1062 0.030 0.020 0.001
N 2.7421 1.6870 -1.2931 0.100 0.131 -0.043
C 3.2580 -2.8680 -2.1534 0.019 0.017 -0.009
C 4.3515 -3.5009 -2.7014 0.002 -0.021 -0.002
H 5.1695 -5.4333 -3.1381 0.000 0.001 0.000
H 3.2623 -6.6939 -2.2698 -0.002 0.001 0.000
H 1.2855 -5.5221 -1.3074 -0.002 0.005 0.001
H 1.2935 -0.6421 -4.5353 0.000 0.001 -0.006
H -0.8499 0.2200 -5.4253 0.004 -0.004 0.001
H -1.9138 2.2215 -4.4878 0.001 0.003 0.004
H -0.8890 3.4589 -2.5999 0.000 0.001 -0.002
H -2.3181 -4.5282 -0.1146 0.003 0.003 -0.004
H -4.5977 -4.6264 0.8920 -0.001 0.002 0.001
H -5.6610 -2.6142 1.7923 0.001 -0.001 -0.001
H -4.4930 -0.4128 1.7328 0.010 0.007 -0.003
H -3.2405 3.1957 2.7133 0.005 -0.009 -0.006
H -3.1161 5.5870 3.4003 0.000 -0.002 -0.001
H -1.2986 7.0240 2.6169 0.000 0.000 -0.001
H 0.4824 6.1448 1.1185 0.001 -0.002 0.000
H 5.1932 -2.9453 -3.0912 -0.002 0.002 0.002
O 1.7662 0.0422 1.1019 0.194 0.155 -0.010
N 1.1562 0.2158 2.3248 -0.112 -0.094 -0.067
C 0.4741 -0.8778 2.7829 0.022 0.049 -0.019
C -0.1573 -0.8250 3.9752 -0.002 0.032 0.042
C -0.0605 0.3744 4.7290 -0.034 -0.054 -0.005
C 0.6737 1.4193 4.2692 0.047 0.064 -0.073
C 1.3668 1.3895 3.0123 -0.041 -0.087 0.142
S 2.3052 2.6127 2.4152 0.036 0.052 -0.048
H 0.5221 -1.7499 2.1477 0.001 -0.005 0.009
H -0.6835 -1.6918 4.3449 0.001 0.000 0.002
H -0.5540 0.4444 5.6891 0.003 0.000 0.001
H 0.7919 2.3280 4.8415 -0.013 -0.007 0.015


No. 4
74
Properties=species:S:1:pos:R:3:forces:R:3 method="wB97M-V/def2-TZVPD" max_force_ev_per_a=1.4 e_above_lowest_kj_mol=109.58 s2=0.762 total_energy_ha=-7092.0891 multiplicity=2 charge=-2 homo_lumo_gap_ev="6.0 / 5.1" e_lumo_ev="3.86 / 3.14"
Ir 0.1524 0.7043 -0.5087 -0.295 0.915 -0.956
O -3.8019 -2.8151 2.7447 0.007 0.001 0.015
C -3.0401 -2.1319 2.0967 -0.042 -0.041 -0.064
C -2.6520 -2.3654 0.6476 0.091 0.074 0.022
O -2.9963 -3.3122 -0.0368 -0.016 -0.008 -0.026
C -1.7444 -1.2614 0.3123 -0.014 -0.190 0.170
C -1.5230 -0.4574 1.4461 0.174 0.081 -0.157
O -0.7127 0.5445 1.3870 0.171 -0.331 0.224
C -2.2736 -0.9264 2.5952 0.003 -0.005 0.106
O -2.2715 -0.5094 3.7441 -0.005 -0.004 -0.036
O -1.1349 -1.0438 -0.7835 -0.150 0.186 -0.107
S 4.1090 -1.0393 -6.3646 -0.005 0.011 0.008
C 3.1882 -0.6623 -5.0404 -0.026 0.005 0.015
S 1.6551 0.1243 -5.1395 0.030 -0.057 -0.029
C 1.3036 0.1840 -3.4316 -0.287 -0.015 -0.229
C 2.2395 -0.3628 -2.6252 0.197 -0.129 0.312
S 2.1039 -0.3844 -0.9078 0.046 -0.234 0.315
S 3.6545 -1.0086 -3.4204 -0.022 -0.009 -0.053
S -0.1150 0.9094 -2.8037 0.443 0.049 0.226
O 1.2455 -1.4656 1.6942 0.238 -0.033 0.385
S 1.0943 -2.8476 1.1937 -0.116 -0.215 -0.136
C 2.6273 -3.7030 1.6317 -0.029 0.054 0.023
C 2.9134 -4.9547 1.1089 -0.031 -0.004 0.005
C 4.1078 -5.5737 1.4444 0.017 0.006 -0.001
C 5.0120 -4.9314 2.2820 0.001 -0.007 -0.007
C 4.7239 -3.6680 2.7791 -0.019 0.015 -0.004
C 3.5268 -3.0451 2.4516 0.036 0.004 -0.037
C 0.0506 -3.7074 2.3846 -0.006 0.019 -0.029
C -0.1561 -3.1246 3.6236 0.012 0.025 0.010
C -1.0190 -3.7377 4.5178 0.006 -0.008 -0.008
C -1.6582 -4.9192 4.1683 0.005 -0.007 0.005
C -1.4562 -5.4827 2.9166 -0.012 0.001 0.015
C -0.6067 -4.8683 2.0091 0.024 0.024 -0.038
H 2.2111 -5.4366 0.4385 -0.007 -0.006 0.013
H 4.3406 -6.5513 1.0408 0.000 -0.001 0.000
H 5.9503 -5.4109 2.5327 -0.002 -0.003 0.004
H 5.4377 -3.1596 3.4155 -0.001 -0.002 0.002
H 3.2792 -2.0477 2.7949 -0.003 -0.006 0.017
H 0.3064 -2.1705 3.8444 0.000 0.000 0.002
H -1.2296 -3.2623 5.4663 -0.005 0.003 0.004
H -2.3618 -5.3723 4.8549 -0.003 -0.005 -0.001
H -2.0023 -6.3704 2.6252 -0.001 -0.001 -0.005
H -0.4992 -5.2547 1.0025 -0.003 -0.007 0.001
Br -1.2067 4.8163 1.1646 0.005 -0.004 -0.003
C -2.6897 4.7802 -0.0157 -0.019 0.042 -0.018
C -3.3827 5.9762 -0.1735 0.019 -0.004 0.012
C -4.4940 6.0373 -0.9965 -0.007 -0.011 -0.013
C -4.9301 4.8930 -1.6512 0.004 0.014 0.001
C -4.2440 3.7050 -1.4741 -0.003 -0.009 0.005
C -3.1077 3.6254 -0.6709 0.007 0.014 0.032
C -2.4306 2.2630 -0.5978 0.035 0.080 0.045
O -3.1257 1.2624 -0.6461 0.007 -0.012 0.011
O -1.1512 2.3514 -0.5457 -0.336 -0.231 0.054
H -3.0396 6.8547 0.3562 -0.003 0.001 0.000
H -5.0193 6.9770 -1.1187 -0.003 0.001 0.002
H -5.8024 4.9266 -2.2923 -0.003 0.000 0.000
H -4.5705 2.7894 -1.9501 -0.003 0.001 0.003
C 3.1834 5.5123 -1.6862 0.013 -0.002 0.011
C 2.3979 4.5926 -2.4120 -0.007 -0.005 -0.010
C 1.8210 3.5258 -1.7824 -0.019 0.019 -0.009
C 1.9840 3.2904 -0.3937 -0.024 0.059 0.053
C 1.3847 2.1789 0.2858 -0.150 -0.021 -0.143
C 1.6140 2.0653 1.6374 0.061 -0.073 0.032
C 2.3872 3.0015 2.3547 0.002 0.004 0.001
C 2.9574 4.0670 1.7243 0.004 -0.004 -0.013
C 2.7716 4.2304 0.3323 -0.006 -0.019 -0.013
C 3.3595 5.3290 -0.3460 -0.002 0.003 -0.001
H 3.6394 6.3575 -2.1894 -0.001 0.001 -0.001
H 2.2432 4.7342 -3.4753 0.001 0.001 -0.001
H 1.2016 2.8454 -2.3448 0.014 -0.005 0.001
H 1.1787 1.2394 2.1834 0.015 0.007 -0.016
H 2.5183 2.8626 3.4225 0.003 0.001 0.001
H 3.5536 4.7936 2.2667 -0.002 0.004 0.000
H 3.9557 6.0277 0.2327 -0.003 0.002 0.000